# 1
Here is the molecule C3H5BrClFO from the OMol25 dataset. Energies are from wB97M-V/def2-TZVPD.

Each atom is followed by the atoms it is bonded to, with distances in Å.
Geometry (Å):
1 C -0.48402 1.34464 -0.34474  C2 1.503, H8 1.112, H9 1.104, H10 1.167
2 C 0.44517 0.18960 -0.59307  C1 1.503, C3 1.488, Br7 2.010, H11 1.149
3 C -0.06632 -1.02766 0.09392  C2 1.488, O4 1.414, F5 1.336, Cl6 1.759
4 O 0.10634 -0.79498 1.47745  C3 1.414, H12 0.954
5 F 0.69852 -2.09505 -0.14977  C3 1.336
6 Cl -1.76305 -1.41267 -0.16760  C3 1.759
7 Br 2.30776 0.44240 0.11870  C2 2.010
8 H -0.34768 1.36588 0.75878  C1 1.112
9 H -1.41573 1.02669 -0.84375  C1 1.104
10 H -0.10875 2.40158 -0.66843  C1 1.167
11 H 0.71158 0.11190 -1.70767  C2 1.149
12 H -0.08381 -1.55234 2.02619  O4 0.954

The net charge is 0. Its SMILES is C[C@@H](Br)[C@](O)(F)Cl. As for the LUMO energy: 0.67 eV. Its multiplicity is 1. The orbital gap comes out at 10.830 eV. For the maximum force, the calculation gives 3.76 eV/A. The molar mass comes out at 191.4 g/mol. As for the energy above the lowest of the compared OMol25 structures with the same formula, charge and spin: 0.000 eV.

# 2
Here is a 2-piece molecular cluster, C3H5BrN2 overall from the OMol25 dataset. Energies are from wB97M-V/def2-TZVPD.

Each atom is followed by the atoms it is bonded to, with distances in Å.
Geometry (Å):
1 C -1.70202 -1.02303 -0.02601  C3 1.475, N4 1.175
2 C -0.36216 0.78274 0.78485  C3 1.484, H7 1.129, H8 1.227, H9 1.131
3 C -0.39853 -0.34938 -0.17381  C1 1.475, C2 1.484, N5 1.252
4 N -2.75335 -1.42219 0.31465  C1 1.175
5 N 0.51094 -0.61785 -0.99200  C3 1.252, H10 1.030
6 Br 3.15900 0.72764 -0.27316  H11 1.376
7 H 0.73830 1.02276 0.86555  C2 1.129
8 H -0.94451 0.57247 1.84388  C2 1.227
9 H -0.80312 1.65583 0.21707  C2 1.131
10 H 0.40901 -1.43054 -1.61655  N5 1.030
11 H 2.14644 0.08155 -0.94448  Br6 1.376

The net charge is 0. Its SMILES is [H]/N=C(/C)C#N.Br. As for the LUMO energy: -0.34 eV. Its multiplicity is 1. The orbital gap comes out at 10.104 eV. For the maximum force, the calculation gives 3.45 eV/A. The molar mass comes out at 149.0 g/mol. As for the energy above the lowest of the compared OMol25 structures with the same formula, charge and spin: 0.074 eV.

# 3
Here is the molecule C3H5BrN2O3 from the OMol25 dataset. Energies are from wB97M-V/def2-TZVPD.

Each atom is followed by the atoms it is bonded to, with distances in Å.
Geometry (Å):
1 C 0.61218 0.83679 -0.67174  C3 1.626, N4 1.325, O6 1.192
2 C 0.42899 -0.02680 1.75846  C3 1.568, H10 1.058, H11 1.092, H12 1.071
3 C -0.32686 0.03417 0.38623  C1 1.626, C2 1.568, N5 1.615, Br9 1.947
4 N 0.13439 0.88159 -1.90713  C1 1.325, H13 1.000, H14 1.031
5 N -0.66794 -1.44132 -0.17478  C3 1.615, O7 1.161, O8 1.185
6 O 1.60416 1.39107 -0.31321  C1 1.192
7 O -0.97280 -1.47631 -1.29488  N5 1.161
8 O -0.55562 -2.28059 0.65365  N5 1.185
9 Br -2.04846 0.94016 0.30674  C3 1.947
10 H 0.85434 -0.99433 1.71981  C2 1.058
11 H -0.45297 0.08451 2.39319  C2 1.092
12 H 1.04360 0.83288 1.93226  C2 1.071
13 H -0.41237 0.06878 -2.10672  N4 1.000
14 H 0.75938 1.14939 -2.68185  N4 1.031

The net charge is 0. Its SMILES is C[C@@](Br)(C(N)=O)[N+](=O)[O-]. As for the LUMO energy: -0.30 eV. Its multiplicity is 1. The orbital gap comes out at 9.853 eV. For the maximum force, the calculation gives 5.89 eV/A. The molar mass comes out at 197.0 g/mol. As for the energy above the lowest of the compared OMol25 structures with the same formula, charge and spin: 0.001 eV.

# 4
Here is an isolated ion of composition C3H5BrNO and charge -1 from the OMol25 dataset. Energies are from wB97M-V/def2-TZVPD.

Each atom is followed by the atoms it is bonded to, with distances in Å.
Geometry (Å):
1 C -1.06738 -0.50496 -0.01837  C2 1.484, Br6 2.085, H7 1.048, H8 1.162
2 C -0.26197 0.73849 0.06777  C1 1.484, N4 1.559, H9 1.159, H10 1.157
3 C 1.36889 -0.97116 0.22002  N4 1.279, H11 1.184
4 N 1.22822 0.28396 0.02112  C2 1.559, C3 1.279, O5 1.300
5 O 2.10514 1.23312 -0.12361  N4 1.300
6 Br -3.08439 -0.01759 -0.22091  C1 2.085
7 H -1.05549 -1.01288 0.89776  C1 1.048
8 H -1.02477 -1.19039 -0.95523  C1 1.162
9 H -0.23952 1.47654 -0.82592  C2 1.159
10 H -0.42422 1.15192 1.13598  C2 1.157
11 H 2.45548 -1.18706 -0.19861  C3 1.184

The net charge is -1. As for the LUMO energy: 3.29 eV. Its multiplicity is 1. The orbital gap comes out at 6.401 eV. For the maximum force, the calculation gives 3.46 eV/A. The molar mass comes out at 151.0 g/mol. As for the energy above the lowest of the compared OMol25 structures with the same formula, charge and spin: 2.203 eV.

# 5
Here is a 2-piece molecular cluster, C3H5BrO2 overall from the OMol25 dataset. Energies are from wB97M-V/def2-TZVPD.

Each atom is followed by the atoms it is bonded to, with distances in Å.
Geometry (Å):
1 C -0.53810 -1.94571 -0.67906  O4 1.305, H7 1.152
2 C -0.34759 0.91855 0.78283  C3 1.323, H8 1.121, H9 1.131
3 C 0.64979 1.08800 -0.06992  C2 1.323, O5 1.372, Br6 1.869
4 O -1.34784 -1.46610 0.22514  C1 1.305, H10 0.956
5 O 1.94086 0.73373 0.22929  C3 1.372, H11 1.030
6 Br 0.54011 2.06364 -1.65977  C3 1.869
7 H -0.94066 -3.01950 -0.78505  C1 1.152
8 H -1.32744 1.37583 0.48814  C2 1.121
9 H -0.13562 0.27122 1.68513  C2 1.131
10 H -1.04878 -0.56760 0.35925  O4 0.956
11 H 2.55527 0.54795 -0.57597  O5 1.030

The net charge is 0. As for the LUMO energy: 0.63 eV. Its multiplicity is 1. The orbital gap comes out at 9.326 eV. For the maximum force, the calculation gives 2.84 eV/A. The molar mass comes out at 153.0 g/mol. As for the energy above the lowest of the compared OMol25 structures with the same formula, charge and spin: 4.109 eV.

# 6
Here is a 2-piece molecular cluster, C3H5BrSi overall from the OMol25 dataset. Energies are from wB97M-V/def2-TZVPD.

Each atom is followed by the atoms it is bonded to, with distances in Å.
Geometry (Å):
1 C 0.61347 -1.42979 -1.04550  C2 1.212, H7 1.050
2 C 0.30804 -0.27291 -0.85518  C1 1.212, Si4 1.820
3 C -1.36139 -0.61518 2.33700  Br5 1.873, H6 1.144
4 Si 0.32402 1.54664 -0.86101  C2 1.820, H8 1.409, H9 1.481, H10 1.473
5 Br -0.96505 -2.44352 2.42219  C3 1.873
6 H -0.56831 -0.20571 1.62078  C3 1.144
7 H 0.91027 -2.43583 -1.08530  C1 1.050
8 H -0.73994 1.90246 -0.00831  Si4 1.409
9 H -0.12549 1.93315 -2.21763  Si4 1.481
10 H 1.60440 2.02069 -0.30704  Si4 1.473

The net charge is 0. As for the LUMO energy: -1.05 eV. Its multiplicity is 1. The orbital gap comes out at 8.131 eV. For the maximum force, the calculation gives 1.53 eV/A. The molar mass comes out at 149.1 g/mol. As for the energy above the lowest of the compared OMol25 structures with the same formula, charge and spin: 5.535 eV.